{"formula": "C3H2HgO3", "method": "ωB97M-V/def2-TZVPD", "multiplicity": 2, "total_charge": 1, "s2": 0.7514, "homo_lumo_gap_ev": [8.809, 7.273], "lumo_ev": [-5.1, -7.2], "species": ["C", "C", "O", "C", "O", "O", "H", "Hg", "H"], "xyz": [[0.963, -1.547, 0.179], [1.214, -0.399, -0.366], [0.838, 0.619, -0.873], [-1.743, 0.745, -0.019], [-2.148, -0.272, 0.393], [-1.244, 1.810, -0.009], [1.718, -2.093, 0.742], [0.597, 2.762, -0.514], [-0.194, -1.625, 0.467]]}


{"formula": "C3H2IN3", "method": "ωB97M-V/def2-TZVPD", "total_charge": 2, "homo_lumo_gap_ev": 9.134, "lumo_ev": -10.8, "species": ["C", "C", "C", "N", "N", "N", "I", "H", "H"], "xyz": [[0.268, 2.383, -0.120], [-1.117, -1.566, 0.539], [1.265, 0.145, 0.177], [0.740, 1.202, 0.191], [-0.075, 3.463, -0.249], [-1.059, -1.088, -0.518], [2.518, -1.402, 0.036], [-1.178, -2.175, 1.362], [-1.361, -0.962, -1.418]]}